The following is a DFT calculation (ωB97M-V/def2-TZVPD) of one molecule with the formula C22H24N4O3S.

Structure (XYZ):
```
54
Properties=species:S:1:pos:R:3:mulliken_charge:R:1
C -3.420 3.188 -0.224 -1.157
C -1.904 3.320 -0.277 -0.226
C -1.314 3.573 1.110 -0.293
C 0.208 3.703 1.063 -0.752
N 0.778 3.605 2.393 -0.321
S 0.791 2.132 3.174 1.090
O -0.553 1.740 3.482 -0.594
O 1.733 2.269 4.243 -0.725
C 1.410 0.962 1.965 -0.037
C 2.772 0.661 1.873 -0.815
C 3.203 -0.215 0.914 -0.681
C 2.281 -0.820 0.028 -0.253
N 2.751 -1.657 -0.910 -0.621
C 1.920 -2.212 -1.763 0.773
C 2.515 -3.088 -2.777 0.331
C 3.741 -3.709 -2.533 -0.381
C 4.287 -4.530 -3.501 -0.514
C 3.583 -4.708 -4.685 -0.191
N 2.434 -4.106 -4.939 -0.650
C 1.917 -3.317 -4.019 -0.419
C 0.521 -2.001 -1.706 -0.737
C 0.002 -1.181 -0.739 0.724
C -1.481 -0.945 -0.662 0.043
O -2.134 -0.611 -1.629 -0.659
N -1.997 -1.152 0.569 -0.199
C -3.352 -0.861 0.913 -0.147
C -3.627 -0.069 2.159 -0.507
C -3.955 -1.534 2.105 -0.726
C 0.892 -0.526 0.153 0.601
C 0.488 0.401 1.131 -0.173
H -3.816 2.976 -1.213 0.385
H -3.873 4.107 0.142 0.397
H -3.703 2.377 0.441 0.064
H -1.631 4.141 -0.944 0.380
H -1.482 2.403 -0.695 0.176
H -1.576 2.757 1.782 -0.005
H -1.736 4.486 1.532 0.547
H 0.485 4.676 0.650 0.479
H 0.624 2.928 0.399 0.286
H 1.689 4.023 2.490 0.325
H 3.449 1.127 2.572 0.532
H 4.245 -0.465 0.801 0.490
H 4.235 -3.538 -1.588 0.433
H 5.231 -5.027 -3.342 0.377
H 3.955 -5.354 -5.469 0.384
H 0.993 -2.828 -4.298 0.438
H -0.141 -2.502 -2.394 0.492
H -1.393 -1.436 1.325 0.323
H -3.946 -0.688 0.026 0.477
H -4.443 0.636 2.144 0.262
H -2.789 0.250 2.763 0.188
H -4.990 -1.832 2.056 0.261
H -3.335 -2.213 2.671 0.245
H -0.546 0.685 1.239 0.278
```

orbital gap = 0.308 hartree
structure (SMILES) = CCCCNS(=O)(=O)c1ccc2nc(-c3cccnc3)cc(C(=O)NC3CC3)c2c1
max |F| = 0.90 eV Å⁻¹
total charge = 0
ΔE to the lowest compared entry with this formula, charge and spin = 208.5 kJ/mol
HOMO energy = -9.17 eV


The following is a DFT calculation (ωB97M-V/def2-TZVPD) of C40H62CsN9O7P2S2 as an isolated structure in a non-equilibrium geometry.

Structure (XYZ):
```
123
Properties=species:S:1:pos:R:3:mulliken_charge:R:1
Cs -1.028 -0.978 -0.247 2.438
O -4.204 2.681 -2.764 -0.687
C -3.479 1.700 -2.698 0.058
N -3.618 0.674 -1.822 -0.007
C -3.989 0.742 -0.592 -0.823
O -3.939 1.766 0.183 -0.740
C -4.540 -0.549 -0.037 0.385
C -5.924 -0.685 0.061 -0.642
C -6.443 -1.878 0.531 -0.610
C -5.567 -2.888 0.906 -0.905
C -4.209 -2.652 0.776 -0.504
N -3.701 -1.518 0.305 0.984
C -2.428 1.488 -3.768 0.402
C -2.525 2.269 -4.919 -0.692
C -1.613 2.078 -5.939 -0.457
C -0.628 1.116 -5.772 -0.961
C -0.606 0.400 -4.585 -0.299
N -1.478 0.573 -3.599 0.379
H -6.565 0.128 -0.253 0.584
H -7.514 -2.022 0.606 0.440
H -5.930 -3.835 1.282 0.417
H -3.482 -3.408 1.059 0.407
H -3.321 2.997 -4.987 0.505
H -1.671 2.660 -6.851 0.430
H 0.105 0.922 -6.545 0.483
H 0.153 -0.356 -4.424 0.587
O 1.036 -2.121 0.072 -1.397
S 1.182 -2.768 1.394 0.764
C 1.207 -4.593 1.079 -1.094
C 2.167 -5.116 0.015 -1.251
C 1.899 -4.572 -1.396 0.846
C 0.595 -5.060 -2.024 -0.949
S -0.340 -3.757 -2.951 -0.324
O -0.777 -2.772 -1.934 0.077
C 1.116 -3.073 -3.771 0.575
C 1.702 -1.915 -3.283 -0.286
C 2.861 -1.440 -3.881 -0.668
C 3.411 -2.108 -4.966 -0.710
C 2.798 -3.249 -5.467 -0.627
C 1.644 -3.734 -4.869 -0.716
C 2.943 -2.599 1.768 0.729
C 3.456 -3.047 2.978 -0.636
C 4.795 -2.842 3.269 -0.790
C 5.610 -2.178 2.361 -0.535
C 5.088 -1.723 1.159 -0.886
C 3.748 -1.929 0.863 -0.255
H 0.166 -4.807 0.827 0.673
H 1.418 -5.037 2.054 0.590
H 2.114 -6.209 0.007 0.437
H 3.186 -4.844 0.298 0.417
H 2.735 -4.832 -2.047 0.489
H 1.871 -3.491 -1.320 -0.920
H -0.133 -5.372 -1.273 0.481
H 0.741 -5.885 -2.724 0.499
H 1.242 -1.403 -2.443 0.737
H 3.337 -0.544 -3.499 0.416
H 4.315 -1.734 -5.429 0.417
H 3.219 -3.758 -6.324 0.388
H 1.160 -4.625 -5.254 0.412
H 2.810 -3.550 3.690 0.406
H 5.207 -3.191 4.207 0.410
H 6.652 -2.007 2.598 0.404
H 5.721 -1.204 0.450 0.441
H 3.312 -1.574 -0.063 0.643
C -3.962 -0.227 3.386 -0.707
N -3.982 1.003 2.620 0.490
C -5.276 1.652 2.560 -1.075
P -2.679 1.570 1.739 -0.157
O -1.741 0.881 0.821 -0.779
O -1.656 1.319 3.216 0.185
P -0.432 0.350 3.151 -0.262
O -0.535 -0.935 2.423 -0.899
N -0.235 0.012 4.792 0.415
C -0.417 1.027 5.813 -1.139
C 0.851 -0.906 5.092 -0.987
N 0.931 1.223 2.684 0.726
C 0.910 2.652 2.973 -0.837
C 1.556 0.916 1.404 0.882
N -2.531 3.224 1.822 0.691
C -2.984 3.952 2.991 -1.124
C -2.448 4.004 0.597 -0.821
H -4.218 -0.027 4.433 0.351
H -2.979 -0.687 3.349 -0.054
H -4.694 -0.939 2.989 0.338
H -5.629 1.849 3.578 0.334
H -6.021 1.030 2.054 0.293
H -5.199 2.594 2.026 0.259
H -1.209 1.709 5.511 0.231
H 0.502 1.599 6.006 0.318
H -0.713 0.544 6.749 0.379
H 0.952 -1.615 4.271 0.052
H 0.623 -1.456 6.010 0.434
H 1.810 -0.386 5.229 0.300
H 0.413 2.834 3.925 0.233
H 0.375 3.213 2.196 0.168
H 1.935 3.025 3.035 0.353
H 1.366 -0.124 1.162 -1.544
H 2.637 1.071 1.481 0.428
H 1.162 1.542 0.598 0.484
H -3.135 3.255 3.813 0.271
H -3.920 4.491 2.799 0.354
H -2.226 4.684 3.287 0.303
H -2.069 3.381 -0.208 0.128
H -1.758 4.840 0.753 0.332
H -3.422 4.400 0.292 0.265
C 3.445 4.324 -0.457 -1.692
C 3.051 3.520 -1.694 1.629
C 3.029 4.433 -2.927 -1.775
C 4.043 2.377 -1.903 -1.619
N 1.727 2.950 -1.395 -0.235
N 1.175 2.052 -2.335 -0.038
H 4.421 4.791 -0.592 0.447
H 3.480 3.667 0.413 0.262
H 2.712 5.111 -0.261 0.404
H 4.013 4.873 -3.100 0.414
H 2.310 5.242 -2.781 0.381
H 2.748 3.879 -3.825 0.404
H 5.060 2.767 -1.950 0.519
H 3.840 1.854 -2.840 0.230
H 3.974 1.668 -1.074 0.266
H 1.054 3.697 -1.273 0.257
H 1.588 1.139 -2.208 -0.101
H 1.305 2.348 -3.299 0.251
```

orbital gap = 0.294 hartree
max |F| = 4.14 eV Å⁻¹
total charge = 0
ΔE to the lowest compared entry with this formula, charge and spin = 403.3 kJ/mol
HOMO energy = -7.91 eV


The following is a DFT calculation (ωB97M-V/def2-TZVPD) of C9H27ClIOP2SW as an isolated structure in a non-equilibrium geometry.

Structure (XYZ):
```
43
Properties=species:S:1:pos:R:3:lowdin_spin:R:1
C -1.437 -0.045 -4.500 0.020
I -1.477 -0.280 -2.049 0.059
H -0.382 0.063 -4.755 0.001
H -2.035 0.855 -4.642 0.003
H -1.911 -0.953 -4.884 -0.001
W 0.040 0.022 0.064 1.690
P 0.120 2.484 -0.180 0.036
C -1.513 3.300 -0.169 0.002
C 1.221 3.359 0.959 0.007
H 1.315 4.381 0.575 0.000
H 0.753 3.974 -1.920 0.003
H 2.197 2.859 0.975 0.000
H 1.804 2.518 -1.915 0.000
H -2.062 3.094 0.759 0.000
H 0.802 3.379 1.970 0.000
C 0.777 2.878 -1.822 0.023
H -1.378 4.388 -0.274 -0.001
H 0.155 2.461 -2.618 0.000
H -2.108 2.935 -1.015 0.000
P 0.099 -2.371 0.210 0.047
C -1.480 -3.276 0.391 0.006
C 0.712 -3.095 -1.348 0.029
H 2.208 -2.478 1.324 0.000
H 1.306 -4.049 1.275 0.000
H 0.840 -2.803 2.461 0.000
C 1.239 -2.970 1.460 0.008
H 1.737 -2.770 -1.538 0.000
H 0.682 -4.182 -1.184 0.003
H -1.246 -4.350 0.448 0.000
H -2.129 -3.103 -0.480 0.000
H 0.051 -2.860 -2.186 0.002
H -1.978 -2.960 1.315 0.000
Cl 2.314 0.051 -0.338 0.055
C -0.203 -1.035 3.666 0.002
S 0.189 0.320 2.532 0.010
C -1.113 1.521 3.051 0.009
O 1.479 0.887 3.088 -0.016
H -0.799 -0.644 4.491 0.000
H 0.723 -1.487 4.035 0.000
H -0.775 -1.782 3.130 0.000
H -0.679 2.276 3.729 0.000
H -1.503 2.028 2.157 0.001
H -1.905 0.917 3.524 0.000
```

orbital gap (alpha / beta) = 0.215 / 0.231 hartree
max |F| = 4.92 eV Å⁻¹
spin multiplicity = 3
total charge = +3
ΔE to the lowest compared entry with this formula, charge and spin = 0.0 kJ/mol
HOMO energy (alpha / beta) = -19.34 / -19.26 eV


The following is a DFT calculation (ωB97M-V/def2-TZVPD) of a 7-piece molecular cluster, C12H38BrN10O6 overall in a non-equilibrium geometry.

Structure (XYZ):
```
67
Properties=species:S:1:pos:R:3:lowdin_spin:R:1
Br 0.023 0.850 0.216 0.201
C 2.196 -0.523 3.913 0.014
C 3.396 -0.225 3.078 0.014
C 3.569 -1.411 2.114 0.037
O 3.576 -2.637 2.809 0.009
C 3.283 -3.761 2.070 0.036
N 3.194 1.041 2.428 0.009
H 2.481 -1.115 4.784 0.003
H 1.360 -0.914 3.334 0.002
H 1.950 0.463 4.306 0.003
H 4.237 -0.158 3.768 0.003
H 4.501 -1.212 1.586 0.024
H 2.836 -1.356 1.310 0.011
H 3.323 -4.666 2.676 0.006
H 3.912 -4.055 1.231 0.011
H 2.267 -3.747 1.674 0.004
H 2.283 0.944 2.004 0.001
H 3.767 1.318 1.643 0.028
C -3.370 0.639 -4.720 0.015
C -2.236 0.517 -3.732 0.006
C -0.805 0.780 -4.326 0.028
O -0.449 -0.403 -5.065 0.013
C 0.961 -0.317 -5.431 0.145
N -2.583 1.519 -2.713 0.005
H -4.169 -0.056 -4.461 0.002
H -3.041 0.236 -5.678 0.003
H -3.768 1.652 -4.776 0.002
H -2.092 -0.381 -3.130 0.001
H -0.091 0.999 -3.531 0.017
H -0.854 1.594 -5.048 0.012
H 1.303 0.597 -5.917 0.034
H 1.083 -1.100 -6.179 0.017
H 1.569 -0.481 -4.542 0.049
H -1.905 1.548 -1.966 0.002
H -2.383 2.387 -3.189 0.007
C 1.308 4.417 1.555 0.019
O 1.797 5.362 2.167 0.002
N 1.878 3.677 0.688 0.009
N 0.178 3.877 1.760 0.004
H 2.805 3.774 0.299 0.030
H 1.461 2.824 0.345 0.009
H 0.021 2.933 1.438 0.002
H -0.237 4.308 2.574 0.001
C -3.142 2.264 2.581 0.010
O -4.163 2.717 3.091 0.001
N -2.005 2.159 3.148 0.005
N -3.089 2.020 1.233 0.006
H -1.184 1.701 2.780 0.004
H -1.881 2.328 4.136 0.004
H -3.958 1.843 0.749 0.002
H -2.259 1.558 0.892 0.003
C -2.314 -2.261 1.779 0.012
O -2.958 -3.207 2.184 0.002
N -1.293 -1.658 2.345 0.008
N -2.546 -1.826 0.541 0.005
H -0.803 -0.950 1.817 0.003
H -0.820 -2.093 3.124 0.003
H -3.214 -2.359 0.002 0.002
H -1.993 -1.093 0.121 0.002
C -0.317 -3.127 -1.698 0.026
O -0.909 -4.128 -1.963 0.007
N 0.601 -2.958 -0.769 0.015
N -0.485 -1.944 -2.259 0.007
H 0.828 -2.031 -0.437 0.010
H 0.621 -3.704 -0.088 0.004
H -1.278 -1.793 -2.865 0.001
H 0.025 -1.195 -1.812 0.008
```

orbital gap (alpha / beta) = 0.072 / 0.342 hartree
max |F| = 7.79 eV Å⁻¹
spin multiplicity = 2
total charge = -2
HOMO energy (alpha / beta) = 2.62 / -4.76 eV


The following is a DFT calculation (ωB97M-V/def2-TZVPD) of C4H3EuO as an isolated structure.

Structure (XYZ):
```
9
Properties=species:S:1:pos:R:3:lowdin_spin:R:1
C -0.911 0.589 1.961 0.166
C 0.149 1.247 2.639 0.180
C -0.829 0.645 3.325 0.633
H 1.090 1.778 2.494 0.004
C 0.617 -1.001 -2.523 0.002
O -0.541 -0.725 -2.256 -0.014
Eu -1.856 -0.228 -0.336 7.030
H 1.348 -1.227 -1.727 0.000
H 0.933 -1.078 -3.575 0.000
```

orbital gap (alpha / beta) = 0.351 / 0.351 hartree
max |F| = 0.75 eV Å⁻¹
spin multiplicity = 9
total charge = +2
ΔE to the lowest compared entry with this formula, charge and spin = 0.0 kJ/mol
HOMO energy (alpha / beta) = -18.33 / -19.42 eV


- Which value of max |F| does entry 1 give?
  0.90 eV Å⁻¹